# 1
Here is a cluster of 8 separate species, C42H84B2Br2Cl2NO16 in total from the OMol25 dataset. Energies are from wB97M-V/def2-TZVPD.

Positions of all 149 atoms, in Å:
C (3.48991, 1.42002, 2.86112)
C (3.18396, 2.77864, 1.93479)
O (1.76805, 2.89694, 1.55707)
B (1.49375, 2.36520, 0.20911)
O (2.43750, 1.65030, -0.67163)
C (-0.07065, 2.54398, -0.37003)
C (-0.91366, 1.10942, -0.51123)
C (-0.24287, -0.32016, -0.06319)
C (-0.37923, -0.44208, 1.59211)
O (0.51166, -1.19924, 2.23800)
C (-2.46669, 1.15220, -1.12075)
C (-3.42413, -0.16210, -1.33065)
O (-4.69408, -0.08438, -0.85876)
O (-3.04456, -1.43277, -1.96986)
B (-3.52053, -2.60225, -1.15234)
C (-2.59686, -3.36607, -0.01193)
O (-4.91651, -3.13487, -1.31749)
C (-3.05186, 2.65828, -1.54621)
C (-4.56085, 2.85443, -2.21139)
Cl (-4.74523, 2.88499, -4.09202)
C (-5.82103, 3.03611, -1.43912)
C (-5.80134, 3.04243, 0.22117)
Cl (-7.43312, 3.30105, -2.38928)
C (-2.09978, 4.01268, -1.30706)
C (-2.80872, 5.44800, -1.73290)
O (-4.02180, 5.76804, -0.94875)
C (-3.67891, 6.32699, 0.37638)
O (-4.83934, 6.34044, 1.32543)
C (-4.37049, 6.06818, 2.70717)
C (-4.65996, 4.51039, 3.20241)
O (-3.60832, 3.55457, 2.75332)
N (-0.66960, 3.90881, -0.73602)
C (0.18654, 5.15662, -0.57354)
Br (1.12238, 5.91839, -2.21380)
C (0.43252, 5.88879, 0.69984)
C (1.41621, 7.22737, 0.81879)
Br (-0.42999, 5.29737, 2.42858)
H (3.24773, 0.42151, 2.30074)
H (4.64348, 1.45953, 3.15633)
H (2.91139, 1.51493, 3.89697)
H (3.94741, 2.89212, 1.05554)
H (3.40441, 3.68995, 2.67395)
H (2.60071, 2.27581, -1.46329)
H (0.84755, -0.50012, -0.45381)
H (-0.90068, -1.20358, -0.49447)
H (-1.27076, 0.08986, 2.17585)
H (-2.51605, -2.69287, 0.97073)
H (-3.01298, -4.40813, 0.32088)
H (-1.47383, -3.46062, -0.39946)
H (-5.44398, -2.78021, -0.52948)
H (-6.80844, 3.49440, 0.64668)
H (-4.92651, 3.80014, 0.51419)
H (-5.55979, 1.99420, 0.68977)
H (-3.16792, 5.37993, -2.86785)
H (-2.07694, 6.36761, -1.68849)
H (-3.16241, 7.37224, 0.27163)
H (-2.89522, 5.59462, 0.85633)
H (-3.24369, 6.34923, 2.89206)
H (-5.00135, 6.75215, 3.45349)
H (-4.74574, 4.42180, 4.38969)
H (-5.73699, 4.22493, 2.78583)
H (-2.94332, 3.45762, 3.52210)
H (1.33295, 7.95043, -0.09785)
H (1.13320, 7.78044, 1.83551)
H (2.52984, 6.83633, 0.99073)
C (-9.21841, 5.68885, -6.02149)
C (-8.09336, 6.70751, -5.93163)
C (-7.09674, 6.33812, -4.84454)
O (-8.64166, 7.99318, -5.65247)
H (-9.77770, 5.63860, -5.08056)
H (-9.93454, 5.97409, -6.79954)
H (-8.83047, 4.69151, -6.25101)
H (-7.57841, 6.77329, -6.89621)
H (-7.58078, 6.31088, -3.86177)
H (-6.29938, 7.08651, -4.78296)
H (-6.64511, 5.36028, -5.03874)
H (-9.10090, 7.94432, -4.79765)
C (-1.00764, -5.42327, -3.05366)
C (-1.97190, -6.51464, -2.61707)
C (-2.69679, -7.12241, -3.80728)
O (-2.92696, -5.96657, -1.71209)
H (-1.54045, -4.60630, -3.55302)
H (-0.50224, -4.98652, -2.18569)
H (-0.25023, -5.81668, -3.73881)
H (-1.42395, -7.29713, -2.08098)
H (-3.28957, -6.36569, -4.33344)
H (-3.39637, -7.89773, -3.47693)
H (-1.99008, -7.56683, -4.51504)
H (-3.41831, -5.27080, -2.17951)
C (6.14860, -2.27747, 0.97982)
C (5.54503, -0.88976, 0.83318)
C (6.20841, -0.11300, -0.29288)
O (5.70199, -0.17495, 2.05626)
H (7.21594, -2.21722, 1.22030)
H (5.66995, -2.82038, 1.80183)
H (6.02997, -2.85870, 0.06006)
H (4.47036, -0.97443, 0.63871)
H (7.27796, 0.02405, -0.09757)
H (5.77248, 0.88812, -0.37876)
H (6.09157, -0.62927, -1.25084)
H (6.65326, -0.09493, 2.23703)
C (-3.91983, -12.38834, -2.82980)
C (-2.79477, -11.36967, -2.73993)
C (-1.79816, -11.73907, -1.65284)
O (-3.34308, -10.08401, -2.46078)
H (-4.47912, -12.43859, -1.88886)
H (-4.63596, -12.10310, -3.60784)
H (-3.53188, -13.38568, -3.05931)
H (-2.27983, -11.30389, -3.70452)
H (-2.28220, -11.76631, -0.67007)
H (-1.00080, -10.99068, -1.59127)
H (-1.34653, -12.71691, -1.84704)
H (-3.80232, -10.13287, -1.60596)
C (7.56724, 5.10225, 3.33162)
C (6.44899, 4.34330, 4.02805)
C (7.00036, 3.28325, 4.96811)
O (5.61968, 3.72157, 3.04969)
H (8.18074, 4.42675, 2.72498)
H (7.15555, 5.85338, 2.64907)
H (8.21432, 5.60519, 4.05701)
H (5.82294, 5.04446, 4.59052)
H (7.59380, 2.54315, 4.41952)
H (6.18431, 2.73676, 5.45296)
H (7.63040, 3.73160, 5.74263)
H (6.16718, 3.09717, 2.54533)
C (2.24860, -14.70270, -2.68189)
C (1.64503, -13.31500, -2.82852)
C (2.30841, -12.53824, -3.95459)
O (1.80199, -12.60018, -1.60545)
H (3.31594, -14.64245, -2.44140)
H (1.76995, -15.24561, -1.85987)
H (2.12997, -15.28394, -3.60165)
H (0.57036, -13.39966, -3.02299)
H (3.37796, -12.40119, -3.75927)
H (1.87248, -11.53712, -4.04046)
H (2.19157, -13.05450, -4.91255)
H (2.75326, -12.52017, -1.42467)
C (6.13191, 7.42852, 6.35207)
C (7.25715, 6.70752, 7.07699)
C (8.03220, 7.65499, 7.97869)
O (8.14457, 6.13463, 6.12003)
H (6.52567, 8.22619, 5.71226)
H (5.59063, 6.73706, 5.69750)
H (5.42294, 7.86727, 7.06109)
H (6.84431, 5.88678, 7.67355)
H (8.49340, 8.46078, 7.39657)
H (8.84650, 7.12512, 8.48447)
H (7.38026, 8.10053, 8.73654)
H (8.51598, 6.85611, 5.58569)

Atomic forces in eV per Å
C 0.345 1.117 0.316
C 1.925 0.256 2.794
O 0.265 -2.239 -4.752
B 1.235 0.592 1.621
O -1.652 3.363 0.498
C -3.502 -1.179 -0.903
C -1.808 2.940 -1.622
C -1.203 0.422 0.602
C 4.552 -3.793 2.190
O -5.608 4.803 -3.887
C 2.470 3.304 -0.122
C -6.507 -1.276 1.734
O 8.335 0.023 -2.630
O -0.395 2.723 3.085
B -2.515 -1.253 0.802
C 1.173 0.646 0.300
O 2.649 2.521 1.381
C 2.137 -0.284 1.023
C -2.769 0.539 1.760
Cl 0.922 -0.102 2.870
C 3.363 -0.603 -1.078
C 0.262 1.063 -0.673
Cl 2.858 -0.510 1.881
C -0.414 -3.004 0.289
C -0.181 0.735 -0.495
O 1.704 0.055 0.739
C 1.270 -1.081 1.267
O 2.714 -0.361 -0.539
C -0.433 -0.215 1.773
C -0.559 0.562 0.471
O 0.023 0.955 1.972
N -1.933 -2.585 -0.466
C 0.597 1.928 3.460
Br -1.293 -1.276 1.807
C -0.224 -1.142 -3.272
C -0.163 -0.870 1.237
Br 1.116 0.607 -2.304
H 0.406 1.986 1.161
H -2.866 -0.179 -0.884
H 0.907 -0.290 -2.433
H -1.786 -0.427 1.403
H -0.667 -2.019 -1.873
H -0.356 -1.673 1.515
H -2.061 0.702 1.037
H 1.176 1.940 0.795
H 1.794 -1.028 -1.334
H -0.246 -1.214 -2.006
H 0.845 2.093 -0.930
H -2.338 -0.038 0.900
H 0.907 -0.835 -1.581
H 2.103 -1.103 -1.103
H -1.974 -1.754 -0.679
H -0.610 1.974 -1.257
H 0.735 -0.219 2.612
H -1.026 -2.054 0.109
H -1.350 -1.612 0.062
H -1.287 1.324 -0.901
H -2.122 -0.575 -0.634
H 1.212 -1.368 -1.893
H 0.222 0.593 -2.563
H 2.561 0.312 0.654
H -1.739 0.314 -1.853
H 0.106 -1.655 1.788
H 0.433 -1.205 -2.414
H -2.440 0.791 -0.668
C -0.150 -0.130 -0.308
C -0.297 -0.172 0.585
C 0.367 0.026 -0.012
O -0.028 0.213 0.009
H 0.160 -0.021 0.016
H 0.170 -0.049 0.069
H -0.078 0.068 0.043
H -0.137 0.207 0.122
H -0.057 -0.108 -0.113
H -0.088 -0.094 -0.087
H -0.041 0.064 0.087
H 0.199 -0.016 -0.388
C 0.328 0.075 0.172
C -0.222 0.254 -0.604
C -0.203 -0.334 -0.008
O -0.088 0.188 0.267
H -0.050 -0.127 -0.110
H 0.020 -0.133 -0.072
H -0.082 0.104 0.055
H -0.223 0.141 0.092
H 0.188 0.102 0.000
H 0.285 0.082 -0.036
H -0.101 0.038 0.044
H 0.052 -0.433 0.110
C -0.193 -0.308 0.088
C 0.743 -0.134 -0.101
C -0.157 0.218 -0.225
O 0.328 0.060 0.090
H -0.059 0.079 -0.145
H 0.001 0.090 -0.167
H 0.057 0.037 0.113
H 0.074 0.131 0.215
H -0.060 -0.169 -0.009
H -0.041 -0.143 -0.011
H 0.064 0.081 0.086
H -0.338 -0.185 -0.116
C -0.171 -0.103 -0.326
C -0.238 -0.319 0.633
C 0.341 0.088 -0.050
O -0.095 0.271 0.025
H 0.172 -0.028 0.008
H 0.156 -0.053 0.056
H -0.080 0.084 0.052
H -0.128 0.212 0.104
H -0.069 -0.106 -0.124
H -0.059 -0.174 -0.077
H -0.032 0.119 0.107
H 0.215 -0.019 -0.362
C 0.120 0.397 -0.148
C 0.810 -0.270 -0.032
C -0.135 -0.078 0.397
O -0.057 0.022 -0.238
H -0.044 -0.067 0.118
H -0.011 -0.060 0.092
H -0.200 -0.330 -0.354
H -0.049 -0.229 -0.243
H 0.045 0.141 -0.048
H 0.058 0.109 -0.049
H -0.066 -0.065 -0.172
H -0.143 0.259 0.249
C -0.191 -0.314 0.075
C 0.730 -0.057 -0.033
C -0.173 0.225 -0.247
O -0.056 0.159 0.216
H -0.055 0.080 -0.141
H 0.002 0.085 -0.159
H 0.057 0.033 0.109
H 0.116 0.123 0.202
H -0.063 -0.162 0.000
H -0.014 -0.169 -0.003
H 0.059 0.075 0.082
H -0.419 -0.072 -0.114
C -0.327 -0.103 -0.072
C 0.142 0.682 -0.101
C 0.133 -0.085 0.334
O 0.147 -0.042 0.057
H 0.043 0.009 0.160
H 0.025 0.116 0.190
H 0.071 -0.016 -0.111
H 0.180 -0.044 -0.204
H -0.171 -0.024 -0.014
H -0.186 0.035 -0.044
H 0.105 -0.010 -0.083
H -0.137 -0.189 0.373

HOMO energy   -11.19 eV
Net charge   +1
Calculated total energy   -9026.5844 a.u.
LUMO energy   -5.215 eV
Frontier orbital gap   6.0 eV



# 2
Here is a cluster of 15 separate species, C6H41NO14 in total from the OMol25 dataset. Energies are from wB97M-V/def2-TZVPD.

Positions of all 62 atoms, in Å:
C (-0.09310, 0.05979, 0.57197)
C (-1.47842, -0.28091, -0.04436)
C (-1.41464, -0.51252, -1.51490)
C (-2.06063, -1.50198, -2.14388)
C (0.77396, -1.18360, 0.80577)
N (1.85025, -1.24130, -0.23702)
C (2.86301, -2.26258, 0.11895)
H (0.45818, 0.79971, -0.06874)
H (-0.27376, 0.55225, 1.53717)
H (-2.19565, 0.55692, 0.14592)
H (-1.93977, -1.19147, 0.49833)
H (-0.85760, 0.16665, -2.10936)
H (-2.03293, -1.64510, -3.16889)
H (-2.69257, -2.25409, -1.61794)
H (0.12665, -2.10044, 0.78533)
H (1.26080, -1.15535, 1.85839)
H (1.45877, -1.40098, -1.15623)
H (3.41096, -1.97486, 1.04922)
H (2.52079, -3.26063, 0.27524)
H (3.60601, -2.33290, -0.68421)
H (-1.88792, -2.70997, 3.48509)
H (-0.96768, -1.54265, 3.00625)
O (-1.63383, -2.21036, 2.70086)
H (-0.02943, 2.80526, 4.09857)
H (-0.23826, 2.62717, 2.62372)
O (0.07371, 2.15809, 3.41638)
H (-3.70466, 0.32109, -1.84331)
H (-3.49998, 1.68785, -1.22759)
O (-4.18320, 1.11766, -1.61221)
H (3.83706, 1.19285, -0.44363)
H (2.54500, 0.25717, -0.21360)
O (2.91927, 1.18748, -0.17557)
H (1.59989, 1.37923, 3.08584)
H (2.42491, 0.77167, 2.03807)
O (2.28023, 0.72714, 2.95376)
H (2.09954, 4.18171, -0.37090)
H (2.01155, 2.59046, -0.28996)
O (1.47920, 3.44907, -0.34979)
H (-1.39999, 3.23247, 0.74421)
H (0.16190, 3.54200, 0.72193)
O (-0.63641, 3.53184, 1.29745)
H (-2.65496, -3.64210, 0.32940)
H (-1.57274, -3.20068, 1.27602)
O (-1.71759, -3.68880, 0.47385)
H (1.04742, 0.04912, -3.06110)
H (1.77167, 1.03641, -2.10389)
O (1.26656, 1.01234, -2.90369)
H (-0.24786, 0.41590, 3.81350)
H (0.95419, -0.40497, 3.60097)
O (0.06311, -0.47112, 3.86581)
H (0.39557, 3.38831, -1.69897)
H (0.08556, 2.30743, -2.72136)
O (-0.31952, 3.11353, -2.31949)
H (-1.63513, 2.79590, -1.33987)
H (-2.83991, 3.59703, -0.83219)
O (-2.34893, 2.83564, -0.63312)
H (-0.68989, -3.42527, -0.84231)
H (-0.20744, -4.47529, -1.92161)
O (-0.13647, -3.58906, -1.66264)
H (1.09013, -1.97616, -3.97537)
H (0.32187, -2.20251, -2.71222)
O (0.83318, -1.60949, -3.17802)

Atomic forces in eV per Å
C -0.512 0.263 0.141
C -0.703 -0.286 1.099
C -1.265 -1.482 0.059
C -0.591 -0.002 2.362
C 0.501 -0.311 0.491
N 0.245 -0.515 1.744
C 0.990 1.088 -0.216
H -0.601 -0.601 0.480
H 0.088 -0.105 -0.333
H 0.669 -0.527 -0.076
H 0.793 1.493 -0.912
H 0.493 0.645 -0.338
H 0.207 -0.029 -1.927
H 0.620 0.777 -0.183
H 0.740 0.708 -0.034
H -0.590 -0.095 -2.102
H -0.035 -0.327 0.002
H -0.518 0.068 -0.661
H -0.846 -0.732 0.088
H -0.084 0.154 0.093
H 0.107 0.170 -0.031
H -0.188 -0.225 0.217
O 0.040 -0.011 0.107
H 0.002 0.506 0.835
H -0.389 0.445 -1.023
O 0.079 -0.413 0.281
H 0.063 -0.270 -0.141
H -0.089 0.020 0.046
O -0.406 -0.009 -0.064
H 0.249 -0.168 -0.055
H 0.009 -0.782 -0.140
O -0.199 0.799 0.155
H -0.758 0.938 0.479
H 0.699 0.024 -2.127
O 0.766 -0.754 1.522
H 0.158 0.000 0.046
H -0.276 0.925 0.018
O 0.749 -0.754 0.039
H 0.641 0.183 0.113
H -0.589 -0.007 0.181
O -0.080 -0.097 0.108
H -0.656 -0.002 -0.165
H 0.187 0.779 1.411
O 0.278 -0.972 -1.066
H 0.278 0.917 0.214
H 0.632 -0.016 0.807
O -0.602 -0.807 -1.100
H -0.512 1.436 -0.011
H 2.036 0.175 -0.448
O -1.837 -2.036 0.874
H -0.544 -0.058 -0.317
H -0.221 0.384 0.056
O 0.364 -0.323 0.032
H -0.092 0.273 0.234
H -1.135 1.763 -0.471
O 1.255 -1.556 0.103
H 0.320 -0.714 -0.876
H -0.291 -1.945 -0.240
O 0.149 2.278 0.991
H 0.789 -1.246 -2.365
H -2.152 -2.716 1.829
O 1.565 3.681 0.165

HOMO energy   -9.44 eV
Net charge   0
Calculated total energy   -1361.3483 a.u.
LUMO energy   0.205 eV
Frontier orbital gap   9.6 eV